--- a ---
{"formula": "C6H8O3", "method": "ωB97M-V/def2-TZVPD", "charge": 0, "molar_mass_da": 128.13, "smiles": "O=C[C@]12COCC[C@H]1O2", "e_homo_ev": -8.8, "lumo_energy_ev": -0.164, "elements": ["O", "C", "C", "C", "O", "C", "C", "C", "O", "H", "H", "H", "H", "H", "H", "H", "H"], "positions_angstrom": [[-1.17141, 2.28296, -0.95024], [-0.04947, 1.59452, -0.97142], [-0.47934, 0.18722, -1.23198], [0.58966, -0.83243, -1.27130], [1.44066, -0.37538, 0.00147], [0.76606, -0.55066, 1.24014], [-0.56927, 0.44413, 1.15853], [-0.97865, -0.38269, 0.17171], [-1.65995, -0.19969, -1.10695], [1.14281, 2.14709, -0.77678], [0.11342, -1.86878, -1.15260], [1.31756, -0.73401, -2.00314], [0.39055, -1.70934, 1.42752], [1.34927, -0.24915, 2.23928], [-1.08505, 0.35041, 2.09969], [0.02551, 1.37790, 0.66674], [-1.14237, -1.48209, 0.45933]], "lowdin_charge": [-0.0241, -0.1280, -0.4778, -0.0066, -0.1793, -0.1964, -0.0797, -0.2687, 0.1126, 0.2358, 0.1615, 0.0965, 0.1562, 0.1569, 0.1268, 0.1407, 0.1736]}

--- b ---
{"formula": "C6H8O3", "method": "ωB97M-V/def2-TZVPD", "charge": 0, "molar_mass_da": 128.13, "e_homo_ev": -9.7, "lumo_energy_ev": -1.473, "elements": ["C", "C", "C", "C", "C", "C", "H", "H", "H", "H", "H", "H", "H", "H", "O", "O", "O"], "positions_angstrom": [[0.71015, -0.22488, -0.27523], [0.61802, 1.03044, 0.48233], [-0.90754, 0.91252, 0.27548], [-0.34830, -0.16671, -1.44706], [-1.19090, -0.56567, 0.45211], [0.08092, -1.10596, 0.68288], [2.88112, 0.73660, -0.36756], [0.90779, 2.02124, 0.20982], [0.88220, 0.91277, 1.47698], [-1.71137, 1.53913, 0.77787], [-0.05386, -0.33001, -2.47479], [-1.95305, -1.06976, 1.18007], [0.15501, -2.16889, 0.26500], [0.29459, -1.06597, 1.66427], [1.95053, -0.57940, -0.83811], [-0.85667, 1.16137, -1.14125], [-1.45865, -1.03682, -0.92281]], "lowdin_charge": [-0.5714, -0.0588, -0.2132, -0.1160, -0.2712, -0.1152, 0.3576, 0.1275, 0.1068, 0.1815, 0.1711, 0.2012, 0.1880, 0.1071, -0.0596, -0.0188, -0.0166]}

The energetic minimum among the shown structures is b; the next structure lies 0.0880 hartree above.